Record 1
Density functional theory data (ωB97M-V/def2-TZVPD) for one molecule with the formula C4H11NSi at a distorted geometry.

Calculated values
Charge: 0
Energy relative to the best compared isomer or geometry (same formula, charge and spin) in kJ/mol: 159.4
HOMO-LUMO gap in eV: 9.8
SMILES string: C=C[Si](C)(C)N
DFT total energy in eV: -13693.025

Cartesian coordinates (Å):
C: 2.383 0.525 1.467
C: 1.811 -0.253 0.598
Si: -0.295 -0.108 -0.295
C: -1.187 1.429 0.469
C: -1.107 -1.839 -0.177
N: -0.181 0.400 -2.106
H: 3.454 0.459 1.835
H: 2.016 1.380 1.978
H: 2.247 -1.112 0.006
H: -1.195 2.355 -0.071
H: -2.282 1.139 0.693
H: -0.762 1.598 1.488
H: -1.424 -2.124 -1.222
H: -0.615 -2.698 0.319
H: -2.049 -1.706 0.374
H: -0.981 0.810 -2.506
H: 0.167 -0.255 -2.851

Atomic partial charges in e from the Mulliken method, atoms 1 to 8: number 1, C, carries -0.48; number 2, C, carries -0.34; number 3, Si, carries 0.62; number 4, C, carries -1.06; number 5, C, carries -1.05; number 6, N, carries -0.60; number 7, H, carries 0.21; number 8, H, carries 0.22


Record 2
Density functional theory data (ωB97M-V/def2-TZVPD) for a 2-piece molecular cluster, C4H11O overall.

Calculated values
Charge: 0
Energy relative to the best compared isomer or geometry (same formula, charge and spin) in kJ/mol: 6.1
⟨S²⟩: 0.75
HOMO-LUMO gap (spin up / spin down) in eV: 9.4 / 10.3
2S+1: 2
DFT total energy in eV: -6371.237

Cartesian coordinates (Å):
H: -0.817 -2.230 -0.011
C: -0.067 2.683 0.562
O: 0.393 1.361 0.662
C: 1.083 0.930 -0.484
C: 1.583 -0.450 -0.297
H: -0.594 2.926 1.493
H: 0.770 3.390 0.426
H: -0.764 2.799 -0.287
H: 1.923 1.628 -0.701
H: 0.420 0.985 -1.374
H: 1.910 -0.782 0.689
H: 1.860 -1.039 -1.172
C: -1.707 -2.890 0.097
H: -1.860 -3.123 1.159
H: -1.545 -3.817 -0.466
H: -2.590 -2.370 -0.295

Atomic partial charges in e from the Mulliken method, atoms 1 to 8: number 1, H, carries 0.02; number 2, C, carries -0.67; number 3, O, carries -0.31; number 4, C, carries 0.01; number 5, C, carries -1.12; number 6, H, carries 0.23; number 7, H, carries 0.28; number 8, H, carries 0.28


Record 3
Density functional theory data (ωB97M-V/def2-TZVPD) for a 2-piece molecular cluster, C4H11O3 overall.

Calculated values
Charge: -1
Energy relative to the best compared isomer or geometry (same formula, charge and spin) in kJ/mol: 86.8
HOMO-LUMO gap in eV: 6.5
DFT total energy in eV: -10468.780

Cartesian coordinates (Å):
C: -1.777 0.806 -1.337
O: -2.707 -0.047 -2.064
C: -1.318 0.190 -0.009
C: 0.096 -0.410 -0.069
C: 0.734 -0.676 1.311
O: 1.998 -1.165 1.194
H: -0.922 0.912 -2.028
H: -2.266 1.780 -1.209
H: -3.557 0.008 -1.601
H: -2.058 -0.572 0.222
H: -1.381 0.935 0.784
H: 0.076 -1.336 -0.639
H: 0.734 0.337 -0.553
H: 0.064 -1.394 1.850
H: 0.747 0.303 1.841
H: 4.188 0.524 0.147
H: 3.234 -0.385 1.116
O: 4.115 0.193 1.042

Atomic partial charges in e from the Mulliken method, atoms 1 to 8: number 1, C, carries -0.50; number 2, O, carries -0.55; number 3, C, carries -0.28; number 4, C, carries -0.44; number 5, C, carries -0.70; number 6, O, carries -0.85; number 7, H, carries 0.29; number 8, H, carries 0.26


Record 4
Density functional theory data (ωB97M-V/def2-TZVPD) for C4H11O3PS as an isolated structure at a distorted geometry.

Calculated values
Charge: 0
Energy relative to the best compared isomer or geometry (same formula, charge and spin) in kJ/mol: 96.9
HOMO-LUMO gap in eV: 9.3
DFT total energy in eV: -30590.088

Cartesian coordinates (Å):
C: -0.998 1.211 0.236
C: 0.571 -0.610 2.078
C: 1.364 -0.473 -0.884
C: -1.438 -0.361 -1.978
O: -1.129 -1.616 0.261
O: -2.803 -2.629 -1.216
O: -0.442 -2.698 -1.950
P: -0.139 -0.444 0.202
S: -1.576 -1.978 -1.485
H: -1.249 1.428 1.339
H: -1.847 1.154 -0.403
H: -0.343 1.958 -0.122
H: -0.087 -0.356 2.948
H: 1.506 0.085 1.919
H: 0.802 -1.651 2.263
H: 1.907 -1.504 -1.105
H: 2.018 0.253 -0.486
H: 0.922 -0.094 -1.946
H: -1.020 -0.497 -3.029
H: -2.389 0.076 -2.075

Atomic partial charges in e from the Mulliken method, atoms 1 to 8: number 1, C, carries -1.01; number 2, C, carries -1.10; number 3, C, carries -1.03; number 4, C, carries -1.23; number 5, O, carries -0.58; number 6, O, carries -0.61; number 7, O, carries -0.56; number 8, P, carries 1.27


Record 5
Density functional theory data (ωB97M-V/def2-TZVPD) for C4H11O4 as an isolated structure at a distorted geometry.

Calculated values
Charge: -1
Energy relative to the best compared isomer or geometry (same formula, charge and spin) in kJ/mol: 511.3
HOMO-LUMO gap in eV: 8.5
DFT total energy in eV: -12513.310

Cartesian coordinates (Å):
O: -3.312 -0.614 0.429
C: -2.467 0.363 0.107
C: -1.650 0.499 -1.108
C: -0.581 1.514 -1.208
C: 0.665 1.052 -0.334
O: 1.264 -0.272 -0.374
H: -2.421 1.320 0.713
H: -1.276 0.000 0.063
H: -1.843 -0.114 -2.034
H: -0.927 2.602 -1.152
H: -0.091 1.583 -2.303
H: 0.207 1.253 0.771
H: 1.523 1.785 -0.528
H: 3.396 -0.961 0.940
H: 2.683 -0.480 -0.221
O: 3.634 -0.733 0.039
H: 0.129 -1.626 1.821
H: 1.202 -0.974 1.144
O: 1.114 -1.500 1.911

Atomic partial charges in e from the Mulliken method, atoms 1 to 8: number 1, O, carries -0.71; number 2, C, carries 0.10; number 3, C, carries -0.15; number 4, C, carries -0.56; number 5, C, carries -0.45; number 6, O, carries -0.98; number 7, H, carries 0.29; number 8, H, carries 0.05


Record 6
Density functional theory data (ωB97M-V/def2-TZVPD) for a 2-piece molecular cluster, C4H11OS overall at a distorted geometry.

Calculated values
Charge: -1
Energy relative to the best compared isomer or geometry (same formula, charge and spin) in kJ/mol: 73.5
HOMO-LUMO gap in eV: 6.8
DFT total energy in eV: -17209.435

Cartesian coordinates (Å):
C: -0.299 0.841 -2.911
C: -0.111 0.812 -1.325
S: -1.030 -0.694 -0.764
H: 0.587 0.393 -3.391
H: -0.348 1.879 -3.313
H: -1.129 0.252 -3.258
H: 0.943 0.803 -1.073
H: -0.532 1.722 -0.894
H: 0.983 -1.102 0.420
C: 0.637 -0.509 2.261
O: 1.465 -1.063 1.279
C: 0.193 1.018 2.115
H: 1.192 -0.547 3.191
H: -0.300 -1.085 2.289
H: 0.487 1.372 3.094
H: -0.886 1.134 1.974
H: 0.676 1.464 1.262

Atomic partial charges in e from the Mulliken method, atoms 1 to 8: number 1, C, carries -1.05; number 2, C, carries -0.43; number 3, S, carries -0.68; number 4, H, carries 0.22; number 5, H, carries 0.30; number 6, H, carries 0.30; number 7, H, carries 0.30; number 8, H, carries 0.19